(1)
ORCA calculation (ωB97M-V/def2-TZVPD) on a structure of composition C26H20N5O6PSTi.

CARTESIAN COORDINATES (ANGSTROEM)
Ti -1.45156 1.41257 -1.82582
N -3.60319 1.59440 -2.60684
C -3.81528 2.99964 -2.95298
C -2.49225 3.60008 -3.42133
O -2.50615 4.67372 -4.07339
N -1.37089 3.00394 -2.83234
C -0.13628 3.78700 -2.68023
C 0.95834 2.79092 -2.11929
O 0.38285 1.78284 -1.39429
O 2.14166 2.79422 -2.47505
H -3.75358 1.00762 -3.42452
H -4.25070 1.23915 -1.89232
H -4.14324 3.53434 -1.98721
H -4.60023 3.25093 -3.73175
H -0.41610 4.67968 -2.02002
H 0.18644 4.05565 -3.68639
O -2.34556 -2.17780 -2.63975
S -1.43270 -1.20933 -2.08868
O -1.00797 -0.11511 -3.00549
O -1.97352 -0.37557 -0.91633
C -0.03386 -2.14788 -1.67252
C 0.22589 -3.24484 -2.53516
C 1.55512 -3.65511 -2.75286
C 2.53779 -3.22368 -1.88605
C 2.29128 -2.26374 -0.90963
C 0.99663 -1.68698 -0.80476
P 0.73635 -0.67121 0.66748
C 2.39318 -0.29756 1.34817
C 2.86866 -0.58822 2.66729
C 4.04521 0.00665 3.05444
C 4.80604 0.81983 2.26835
C 4.29715 1.12723 0.96970
C 3.16299 0.51966 0.45202
C 0.03518 -1.80404 1.84234
C 0.74416 -2.98887 2.24850
C 0.19074 -3.92223 3.14559
C -1.02358 -3.60379 3.75066
C -1.78133 -2.50140 3.26766
C -1.20459 -1.60900 2.39536
H -0.49578 -3.73965 -3.14212
H 1.82094 -4.27025 -3.58233
H 3.54880 -3.53388 -1.97039
H 3.09738 -1.96079 -0.27689
H 2.30807 -1.22039 3.35580
H 4.34843 -0.18440 4.10148
H 5.67527 1.29469 2.66758
H 4.82150 1.75551 0.32699
H 2.88242 0.61462 -0.58232
H 1.79000 -3.12881 1.87199
H 0.71764 -4.85016 3.38959
H -1.39518 -4.25987 4.56381
H -2.73921 -2.26443 3.71398
H -1.85435 -0.77906 2.04855
N -2.03458 2.13669 -0.03545
C -1.95162 2.18068 1.14528
C -2.18857 2.26738 2.48356
C -3.26304 1.60695 3.11765
N -4.17475 1.04626 3.59560
C -1.32466 2.99057 3.33909
N -0.80181 3.70460 4.12594

Properties
Orbital gap = 6.40 eV
Total energy = -90261.8922 eV
ΔE to the lowest compared entry with this formula, charge and spin = 0.00 kJ/mol
Highest occupied orbital energy = -8.189 eV
LUMO energy = -1.8 eV

***

(2)
ORCA calculation (ωB97M-V/def2-TZVPD) on the molecule C20H44N2O8P2S2.

CARTESIAN COORDINATES (ANGSTROEM)
C 2.64395 2.69014 2.18706
C 4.03866 2.09284 2.17436
O 4.33426 1.45447 0.93820
P 3.59291 0.08000 0.54483
S 3.24701 -1.10128 2.04930
O 4.61077 -0.47572 -0.56606
C 5.69646 -1.32904 -0.20965
C 6.81362 -0.57510 0.48716
N 2.27946 0.58868 -0.36439
C 1.15139 -0.31984 -0.43133
C 1.38629 -1.51809 -1.36307
O 0.38486 -2.50301 -1.27008
C 0.51393 -3.38057 -0.16492
C -0.59785 -4.43634 -0.23132
O -1.78503 -4.12191 0.45361
C -2.64325 -3.18785 -0.16341
C -2.27851 -1.74235 0.19262
N -3.30608 -0.79256 -0.21239
P -3.26625 0.63482 0.67600
S -4.29212 2.15858 0.02830
O -3.76130 0.15127 2.13401
C -5.14329 0.07424 2.44428
C -5.79729 -1.15830 1.84495
O -1.72632 0.87266 1.03724
C -1.25774 2.15796 1.41799
C -1.30751 2.34148 2.92488
C -3.55577 -0.65171 -1.62825
C -2.32868 -0.15502 -2.40574
O -1.79471 0.94693 -1.69823
C -1.61506 2.13552 -2.42486
C -0.47174 2.02726 -3.45274
O 0.68409 1.41012 -2.94216
C 1.45209 2.19313 -2.05448
C 2.61973 1.33907 -1.56484
H 2.47929 3.22205 3.12008
H 1.91204 1.88974 2.09947
H 2.51802 3.37750 1.35373
H 4.80562 2.86379 2.28740
H 4.13448 1.36115 2.98564
H 5.32207 -2.12835 0.44137
H 6.03833 -1.75880 -1.15513
H 7.66134 -1.23740 0.64101
H 6.46726 -0.21351 1.45298
H 7.12486 0.27548 -0.11414
H 0.26624 0.23034 -0.75422
H 0.98195 -0.68037 0.58719
H 1.36965 -1.17977 -2.40275
H 2.37344 -1.95466 -1.14070
H 0.45402 -2.84663 0.79045
H 1.49205 -3.88066 -0.21736
H -0.24190 -5.35049 0.24991
H -0.80727 -4.64218 -1.29074
H -3.64682 -3.41377 0.21152
H -2.62639 -3.33174 -1.25178
H -1.31857 -1.48860 -0.25619
H -2.18919 -1.66642 1.27907
H -5.64199 0.98086 2.07888
H -5.19248 0.05103 3.53685
H -6.83026 -1.22231 2.17664
H -5.77238 -1.09579 0.75927
H -5.26398 -2.05304 2.15648
H -1.86561 2.92663 0.92323
H -0.22802 2.21764 1.05175
H -0.74216 1.55336 3.41577
H -0.88609 3.30696 3.19259
H -2.33871 2.29429 3.26658
H -4.35348 0.09102 -1.72682
H -3.90485 -1.60346 -2.03421
H -2.63596 0.12896 -3.41652
H -1.56478 -0.93877 -2.47052
H -2.53770 2.43104 -2.94228
H -1.38836 2.89512 -1.67323
H -0.77806 1.38736 -4.28458
H -0.24534 3.03113 -3.84130
H 1.83434 3.07882 -2.58655
H 0.85600 2.53388 -1.19838
H 2.92284 0.68139 -2.38640
H 3.46553 1.97673 -1.30088

Properties
SMILES = CCOP(=S)(OCC)N1CCOCCOCCN(P(=S)(OCC)OCC)CCOCCOCC1
Orbital gap = 9.27 eV
Total energy = -81065.5667 eV
ΔE to the lowest compared entry with this formula, charge and spin = 32.05 kJ/mol
Highest occupied orbital energy = -8.566 eV
LUMO energy = 0.7 eV

***

(3)
ORCA calculation (ωB97M-V/def2-TZVPD) on a cluster of 5 separate species, C18H44NO14S4 in total.

CARTESIAN COORDINATES (ANGSTROEM)
C -0.59239 -4.87474 -2.08949
C 0.78626 -4.61235 -1.35233
C 0.53639 -4.02451 0.12302
O -0.61800 -4.11228 0.55955
O 1.54573 -3.40408 0.87146
C 1.31767 -1.94371 0.95967
C 1.62092 -1.15129 -0.41106
N 0.52786 -0.26186 -0.83752
C -0.47144 -0.97835 -1.65837
H -1.31852 -4.01091 -2.05664
H -1.13615 -5.76611 -1.63137
H -0.35057 -5.04885 -3.19225
H 1.43396 -5.53977 -1.23756
H 1.40974 -3.86553 -1.94369
H 0.29382 -1.69918 1.39671
H 2.07760 -1.58018 1.73725
H 1.98081 -1.86796 -1.23674
H 2.51810 -0.46390 -0.19742
H -1.51623 -0.71642 -1.22448
H -0.44730 -0.68305 -2.77562
H -0.39296 -2.11343 -1.63665
O 3.27236 6.04176 -0.05872
S 3.79389 4.75454 -0.44264
O 3.98741 4.39582 -1.82056
O 2.93422 3.60285 0.28239
C 1.50800 3.60387 0.11988
C 1.09498 3.04338 -1.22499
C 5.30992 4.47247 0.42743
H 1.10347 4.60955 0.27269
H 1.10203 2.96933 0.91025
H 1.40304 3.70575 -2.03930
H 0.01170 2.92584 -1.27616
H 1.56487 2.07295 -1.39969
H 5.15790 4.69363 1.48225
H 6.06437 5.13809 0.00866
H 5.60843 3.43494 0.28623
O -4.02578 -4.90099 -6.72837
S -3.47000 -5.76385 -5.72058
O -2.06350 -5.78190 -5.42503
O -3.96130 -7.27964 -5.99817
C -3.72819 -7.84160 -7.28942
C -2.28745 -8.28740 -7.45469
C -4.35651 -5.51732 -4.20943
H -4.01736 -7.13783 -8.07519
H -4.38507 -8.70984 -7.37681
H -1.61036 -7.43110 -7.46729
H -2.15883 -8.83424 -8.39127
H -1.98315 -8.92760 -6.62380
H -5.42437 -5.55582 -4.41740
H -4.08407 -4.53692 -3.81899
H -4.06882 -6.29322 -3.50169
O 3.67346 8.52581 4.68553
S 3.36676 7.12098 4.74218
O 2.18618 6.63064 5.40040
O 4.65128 6.32866 5.32357
C 5.20265 6.75234 6.57016
C 4.37828 6.25865 7.74425
C 3.42013 6.45461 3.10430
H 5.31354 7.84026 6.59393
H 6.20582 6.32482 6.63082
H 3.39913 6.74101 7.76709
H 4.88413 6.47499 8.68769
H 4.20665 5.18262 7.67077
H 4.33917 6.78098 2.62129
H 2.55593 6.83243 2.55952
H 3.37577 5.36783 3.16410
O -3.84097 0.17649 0.01925
S -3.99213 0.93118 1.23322
O -2.86990 1.52005 1.90921
O -4.83592 0.05288 2.29549
C -4.36950 -1.26335 2.60307
C -3.19875 -1.23233 3.56683
C -5.20977 2.18954 0.97145
H -4.11398 -1.80647 1.68887
H -5.20503 -1.79105 3.06893
H -2.31524 -0.79548 3.09726
H -2.94312 -2.24207 3.89412
H -3.43481 -0.62264 4.44243
H -6.08609 1.74062 0.50714
H -4.77679 2.93992 0.31085
H -5.46399 2.63901 1.93022

Properties
Orbital gap = 3.77 eV
Total energy = -92871.5333 eV
ΔE to the lowest compared entry with this formula, charge and spin = 363.20 kJ/mol
Highest occupied orbital energy = -1.647 eV
Net charge = -1
LUMO energy = 2.1 eV

***

(4)
ORCA calculation (ωB97M-V/def2-TZVPD) on the molecule C16H13F3N4O3S.

CARTESIAN COORDINATES (ANGSTROEM)
C -3.11329 -2.77736 4.33198
O -2.00306 -2.15187 3.70462
C -2.10313 -1.87449 2.39768
O -3.08457 -2.12270 1.73071
C -0.89275 -1.25437 1.87424
C 0.39826 -1.15858 2.46173
C 0.85234 -1.65798 3.78049
N 1.21958 -0.54236 1.64366
N 0.52616 -0.22229 0.54067
C 1.20452 0.35232 -0.54015
C 2.28115 1.19616 -0.27439
C 2.98426 1.76349 -1.31446
C 2.61683 1.48762 -2.62603
O 3.39532 2.12774 -3.60217
C 3.13897 1.95857 -4.88437
F 1.90704 2.34852 -5.25539
F 3.25753 0.68793 -5.30790
F 3.99994 2.68013 -5.59119
C 1.56428 0.63200 -2.90289
C 0.86437 0.05825 -1.85419
C -0.77005 -0.62320 0.63283
C -1.79558 -0.29495 -0.31777
S -2.98421 -1.42057 -0.85087
N -3.68376 -0.28359 -1.80458
N -3.14552 0.85544 -1.72847
C -2.07897 0.92798 -0.92082
C -1.37617 2.22356 -0.72267
H -3.91227 -2.93677 3.60549
H -2.78193 -3.73187 4.74169
H -3.46132 -2.12974 5.13694
H 0.31508 -1.14989 4.57880
H 1.91832 -1.47702 3.88385
H 0.64959 -2.72302 3.87000
H 2.55415 1.38607 0.75082
H 3.81739 2.42227 -1.13515
H 1.27574 0.38941 -3.91268
H 0.06124 -0.62629 -2.07400
H -2.10781 3.02700 -0.75196
H -0.85110 2.24170 0.22926
H -0.65659 2.39276 -1.52337

Properties
SMILES = COC(=O)c1c(C)nn(-c2ccc(OC(F)(F)F)cc2)c1-c1snnc1C
Orbital gap = 8.82 eV
Total energy = -47893.3986 eV
Highest occupied orbital energy = -9.005 eV
LUMO energy = -0.2 eV

***

(5)
ORCA calculation (ωB97M-V/def2-TZVPD) on the molecule C13H17N.

CARTESIAN COORDINATES (ANGSTROEM)
C -0.97439 2.69800 1.52340
C -0.11430 2.24001 0.19612
C 0.27963 3.13265 -0.76109
C 0.38628 2.58465 -2.15890
C 0.84660 1.17382 -2.26611
C 0.77437 0.29724 -1.07766
C 0.02390 0.79470 0.04459
C -0.35136 -0.46052 0.93251
C -1.79268 -0.91630 1.29864
N -1.72437 -2.38430 1.27332
C -0.90848 -2.69747 0.05743
C 0.34194 -1.71513 0.50274
C 1.01557 -1.16278 -0.76375
C 2.54822 -1.57046 -0.65220
H -0.92526 3.84975 1.44711
H -0.48284 2.79500 2.50485
H -1.98644 2.39451 1.50438
H 0.19106 4.24347 -0.53174
H 0.10804 3.36392 -3.18114
H 1.29377 0.83435 -3.28651
H 0.43017 -0.37560 1.70554
H -1.78247 -0.71267 2.33351
H -2.57621 -0.47225 0.77660
H -2.69831 -2.93996 1.02523
H -0.67611 -3.80851 0.38630
H -1.23452 -2.20194 -0.80400
H 0.82316 -2.20567 1.54399
H 0.68043 -1.94955 -1.70653
H 2.88097 -2.66623 -0.79304
H 2.62843 -1.01080 0.45781
H 2.97519 -1.15194 -1.53138

Properties
SMILES = Cc1cccc2c1[C@H]1CNC[C@H]1[C@@H]2C
Orbital gap = 9.00 eV
Total energy = -15238.9432 eV
ΔE to the lowest compared entry with this formula, charge and spin = 798.36 kJ/mol
Highest occupied orbital energy = -8.258 eV
LUMO energy = 0.7 eV

***

(6)
ORCA calculation (ωB97M-V/def2-TZVPD) on a cluster of 15 separate species, C37H104N8O15 in total.

CARTESIAN COORDINATES (ANGSTROEM)
C -3.79724 -17.46887 -9.86270
O -4.24710 -16.50540 -10.47910
N -3.83858 -17.44805 -8.61426
N -3.41322 -18.61324 -10.23816
H -4.16027 -16.69369 -8.02471
H -3.60363 -18.33721 -8.19677
H -2.86659 -19.17237 -9.59890
H -3.55463 -18.84679 -11.21055
C -7.05748 -9.65236 -8.82563
O -7.20056 -8.44589 -9.16679
N -5.98456 -10.36849 -8.74066
N -8.07931 -10.46627 -8.67410
H -5.06429 -9.97289 -8.86987
H -6.14498 -11.36469 -8.69653
H -9.00193 -10.05549 -8.68577
H -8.02136 -11.39334 -8.27750
C -10.97349 -13.96558 -9.95602
O -11.79350 -13.16251 -9.56404
N -10.02847 -13.67177 -10.80083
N -10.78734 -15.21056 -9.64634
H -9.81678 -12.77381 -11.21189
H -9.45329 -14.47450 -11.01268
H -10.03075 -15.74921 -10.04325
H -11.46351 -15.79381 -9.17442
C -4.01990 -14.04986 -7.50503
O -4.19972 -15.04474 -6.78160
N -3.91521 -14.09592 -8.78688
N -3.67560 -12.85937 -7.00587
H -3.32646 -13.40038 -9.22244
H -4.02724 -15.00454 -9.21344
H -3.47911 -12.10981 -7.65368
H -3.49806 -12.84170 -6.01176
C -9.93392 -8.00333 -13.08435
C -9.78823 -9.24224 -13.87831
C -9.16503 -10.27106 -12.97239
O -11.10579 -9.75762 -14.17584
H -10.47865 -8.08766 -12.14400
H -10.39236 -7.28499 -13.76401
H -9.01220 -7.50255 -12.78811
H -9.24833 -9.03421 -14.80207
H -9.19523 -11.16577 -13.59423
H -9.56744 -10.39345 -11.96682
H -8.10626 -10.06117 -12.82055
H -11.48193 -10.01037 -13.32953
C -3.67459 -6.34094 -11.61498
C -5.08435 -6.86153 -11.46790
C -5.32413 -8.22230 -12.12272
O -5.26816 -7.02571 -10.15496
H -3.48013 -6.04935 -12.64710
H -2.82496 -6.91233 -11.24115
H -3.54979 -5.35936 -11.15781
H -5.87928 -6.21454 -11.83883
H -4.63051 -9.00883 -11.82548
H -5.17359 -8.24238 -13.20208
H -6.27808 -8.61762 -11.77372
H -6.15548 -7.36698 -10.02156
C -4.59791 -17.86416 -14.86414
C -3.75418 -16.94316 -15.70617
C -3.92063 -17.24482 -17.23095
O -4.27943 -15.66553 -15.47472
H -4.60602 -17.61285 -13.80353
H -4.22024 -18.88122 -14.96919
H -5.64563 -17.91147 -15.16101
H -2.71406 -16.94741 -15.38025
H -4.89372 -17.67935 -17.45985
H -3.15394 -17.93727 -17.57851
H -3.74568 -16.38094 -17.87220
H -4.04283 -15.59706 -14.54686
C -12.06397 -15.23259 -13.61805
C -10.80208 -15.76321 -14.40418
C -9.63183 -14.78932 -14.57816
O -10.36662 -16.94763 -13.83182
H -12.95818 -15.81867 -13.83019
H -12.25212 -14.16139 -13.69041
H -11.91074 -15.32016 -12.54243
H -11.09634 -16.07965 -15.40486
H -8.73182 -15.25995 -14.97386
H -9.58109 -14.28332 -13.61406
H -9.86734 -13.98397 -15.27390
H -9.60315 -17.29356 -14.29982
C -7.09004 -17.29072 -12.10936
C -8.18196 -17.16447 -11.10708
C -7.54512 -16.79277 -9.78822
O -8.89660 -16.04964 -11.60608
H -6.51435 -18.20046 -11.93896
H -6.34113 -16.50023 -12.06075
H -7.50817 -17.26715 -13.11569
H -8.74398 -18.09827 -11.12308
H -7.08056 -15.80673 -9.78925
H -6.78085 -17.50597 -9.47944
H -8.30471 -16.80433 -9.00656
H -9.46203 -16.28113 -12.34655
C -1.05404 -16.01858 -12.45893
C -1.86312 -14.73858 -12.59674
C -1.50483 -13.84238 -13.86582
O -3.22853 -14.99503 -12.77400
H -1.69157 -16.89964 -12.38548
H -0.18956 -16.03061 -11.79514
H -0.60944 -16.29572 -13.41477
H -1.69247 -14.04562 -11.77286
H -0.47422 -13.48776 -13.87951
H -2.06003 -12.91243 -13.98841
H -1.74759 -14.36545 -14.79079
H -3.58702 -15.52660 -12.05949
C -6.37310 -12.56144 -13.46890
C -5.60877 -12.20568 -12.14600
C -6.03253 -13.15330 -11.06906
O -4.27457 -12.20108 -12.51334
H -6.26917 -11.91652 -14.34147
H -7.40024 -12.85413 -13.25120
H -5.88610 -13.48332 -13.78683
H -5.91515 -11.21842 -11.80027
H -7.07590 -13.45766 -11.15189
H -5.90167 -12.77864 -10.05388
H -5.49658 -14.09862 -10.98401
H -4.06065 -13.12426 -12.66694
C -3.41404 -10.87217 -16.77177
C -3.80730 -9.80568 -15.69733
C -2.58476 -9.51011 -14.72189
O -4.03450 -8.57613 -16.44926
H -2.44382 -10.61178 -17.19480
H -4.05525 -10.80537 -17.65070
H -3.39949 -11.87196 -16.33784
H -4.65313 -10.12909 -15.09064
H -1.60639 -9.46028 -15.19983
H -2.51915 -10.31466 -13.98944
H -2.80655 -8.59449 -14.17366
H -4.69996 -8.70252 -17.12956
C -4.59559 -13.75293 -18.60731
C -5.86554 -13.58903 -17.67196
C -7.07361 -13.08390 -18.39991
O -6.18882 -14.85253 -17.23218
H -4.78146 -14.52704 -19.35183
H -3.80622 -14.15566 -17.97265
H -4.19105 -12.83313 -19.02968
H -5.66420 -12.88531 -16.86428
H -7.89511 -13.12635 -17.68476
H -7.18773 -13.54050 -19.38306
H -6.92517 -12.05365 -18.72342
H -5.52849 -15.14574 -16.60005
C -7.02039 -11.86987 -5.26817
C -7.41300 -13.07894 -6.18254
C -8.87809 -13.17320 -6.42895
O -6.93284 -12.95958 -7.51490
H -7.19428 -10.86469 -5.65221
H -5.93791 -11.98239 -5.20742
H -7.42571 -12.07117 -4.27656
H -6.95966 -13.99137 -5.79519
H -9.23734 -13.72759 -7.29595
H -9.32050 -12.18534 -6.55735
H -9.39267 -13.51751 -5.53187
H -6.34884 -13.69380 -7.71857
C -1.46323 -10.83105 -8.51079
C -1.90815 -10.91838 -9.96943
C -0.79799 -11.27234 -10.94467
O -2.89922 -11.88823 -10.03491
H -2.33738 -10.63377 -7.89028
H -0.86199 -9.94213 -8.31990
H -0.87563 -11.65711 -8.11025
H -2.30533 -9.99175 -10.38380
H -0.10932 -12.07967 -10.69559
H -0.03720 -10.49873 -10.84057
H -1.09287 -11.41895 -11.98373
H -3.30402 -11.82130 -10.90282

Properties
Orbital gap (alpha / beta) = 2.10 / 9.36 eV
Total energy = -82689.2276 eV
Expectation value of S² = 0.7504
Highest occupied orbital energy (alpha / beta) = -0.074 / -7.343 eV
2S+1 = 2
Net charge = -1
LUMO energy (alpha / beta) = 2.0 / 2.0 eV